Entry 1:
105
Properties=species:S:1:pos:R:3 method="wB97M-V/def2-TZVPD" e_above_lowest_kcal_mol=112.2 total_charge=-2 homo_ev=-4.4 orbital_gap_ev=8.603 total_energy_ev=-81673.6436
S -0.32404 0.21094 0.10930
O 0.57996 0.74394 -0.94570
O -1.54404 0.01194 -0.51970
O 0.26496 -1.02006 0.55630
O -0.53004 1.12694 1.19330
C -2.70204 5.00894 -0.97670
C -2.70804 3.66794 -0.16170
O -1.58404 3.89694 0.73030
O -3.89504 5.21694 -1.68370
H -1.81404 4.98594 -1.75670
H -2.50004 5.85094 -0.51670
H -2.49404 2.66994 -0.77870
H -3.60404 3.41494 0.22930
H -1.35704 3.12794 0.97830
H -4.66004 5.44894 -1.15070
C 2.34696 -0.79906 -2.89670
C 3.19796 -1.82106 -3.47670
O 2.72396 -2.64606 -4.56270
O 2.87796 -0.33006 -1.64970
H 1.45496 -1.08006 -2.65470
H 1.94296 -0.10406 -3.51670
H 3.60496 -2.57606 -2.75370
H 3.95296 -1.32106 -3.80670
H 2.19796 -2.08306 -5.28370
H 2.13396 0.23794 -1.46570
C -2.53704 -3.17006 -1.44170
C -1.84304 -2.54306 -2.57870
O -2.39204 -1.13506 -2.69970
O -1.95704 -4.47006 -1.14270
H -3.53704 -3.37606 -2.04970
H -2.74704 -2.58106 -0.35870
H -2.06504 -3.04206 -3.60270
H -0.72904 -2.41106 -2.51070
H -2.02604 -0.53906 -1.86970
H -1.08204 -4.30806 -0.47070
C 1.79596 -3.79906 -0.86870
C 1.44096 -4.73706 -2.10870
O 2.54996 -5.09706 -2.95370
O 0.70296 -3.75506 -0.03370
H 2.00896 -2.61506 -1.24270
H 2.53696 -4.06606 -0.23870
H 0.68796 -4.12406 -2.70570
H 0.85296 -5.68106 -1.74770
H 2.63496 -4.45406 -3.56770
H 0.72196 -2.66606 0.18330
C 2.21496 3.52894 -0.48970
C 3.06696 2.54394 0.40030
O 3.31896 3.20394 1.54430
O 1.99396 2.89794 -1.62170
H 2.81196 4.34894 -0.47870
H 1.28196 3.84494 0.14530
H 3.95996 2.09794 -0.17070
H 2.71196 1.74594 0.81630
H 2.52896 3.18494 2.08630
H 1.47496 2.23294 -1.48270
C 0.94696 2.39194 3.82930
C -0.61004 2.74994 4.40330
O -1.45204 1.71494 3.90330
O 0.75196 2.85994 2.49930
H 1.16396 1.30594 3.87230
H 1.56996 3.09994 4.38930
H -1.06704 3.70994 3.95130
H -0.58004 2.72594 5.42830
H -1.25204 1.52494 2.81430
H 0.39396 2.18794 1.90830
C 4.59896 -1.41506 2.96430
C 3.41196 -0.94706 2.04430
O 2.28796 -1.68006 2.38630
O 5.72996 -0.52506 2.89530
H 4.58696 -2.51706 2.63830
H 4.42896 -1.62006 4.05130
H 3.69896 -0.97206 1.05730
H 3.42396 0.09394 2.38730
H 1.74796 -1.45106 1.53830
H 5.39896 0.27494 3.25230
C -0.45504 -3.09606 3.20130
C -0.15104 -1.96906 4.20430
O 1.17296 -2.17206 4.56430
O -1.34204 -2.76306 2.17730
H -0.99304 -3.84306 3.62030
H 0.42796 -3.54106 2.86430
H -0.62804 -2.08206 5.20730
H -0.39704 -1.07106 3.74630
H 1.63596 -1.78106 3.85330
H -0.94804 -2.16506 1.61730
C -1.25104 1.84694 -3.59070
C -1.59204 2.09294 -5.12170
O -2.32804 3.24194 -5.28470
O -0.32804 0.79894 -3.63670
H -1.96004 1.21194 -3.11570
H -0.90204 2.67794 -3.13770
H -2.14004 1.34394 -5.48770
H -0.95204 2.02394 -5.80470
H -3.11304 2.91094 -4.78770
H -0.04404 0.83794 -2.60670
C -4.19204 -0.41906 2.35930
C -4.00404 0.71294 1.31130
O -3.99904 0.22394 -0.07670
O -5.04704 -1.40206 1.71030
H -4.59904 -0.20606 3.45230
H -3.30004 -0.81106 2.51330
H -3.07804 1.14894 1.61330
H -4.75904 1.33694 1.66630
H -3.08304 0.21394 -0.19770
H -4.77704 -1.71606 0.97230



Entry 2:
62
Properties=species:S:1:pos:R:3 method="wB97M-V/def2-TZVPD" total_charge=+1 homo_ev=-12.3 orbital_gap_ev=10.173 total_energy_ev=-38315.2822
C -0.47232 -4.07129 2.62853
C 0.60062 -3.21885 3.31886
O 1.70665 -3.03811 2.44378
C 2.22708 -1.73304 2.34068
C 2.55220 -1.50025 0.87376
O 2.60183 -0.09345 0.56671
C 1.94462 0.28081 -0.59170
S 0.23763 0.91573 -0.21723
C -0.77650 -0.51755 0.17396
C -1.54041 -1.00929 -1.04157
C -2.56640 -2.06488 -0.60750
C -3.86969 -1.42010 -0.15302
O -4.89238 -2.38312 -0.24014
C -5.92814 -2.19427 0.71261
C 0.47543 1.75720 1.36148
C -0.66867 2.73064 1.75589
C -0.98169 2.46033 3.22892
C -1.95555 2.61141 0.95436
H -1.46999 -3.70713 2.85454
H -0.32471 -3.97227 1.56016
H -0.40671 -5.11332 2.90658
H 0.92101 -3.73243 4.22003
H 0.15141 -2.26986 3.60327
H 1.54086 -0.96955 2.70481
H 3.15452 -1.64367 2.90613
H 3.53691 -1.91314 0.68319
H 1.83702 -2.02391 0.25129
H 2.44195 1.14644 -1.01652
H 1.86731 -0.52346 -1.31487
H -0.19621 -1.33238 0.59382
H -1.48725 -0.21137 0.93015
H -2.02427 -0.17222 -1.53390
H -0.87175 -1.45183 -1.77635
H -2.78941 -2.73494 -1.42380
H -2.13628 -2.61387 0.22515
H -4.11205 -0.57694 -0.80442
H -3.75858 -1.06302 0.87428
H -5.55789 -2.37251 1.71991
H -6.70953 -2.90032 0.47562
H -6.33424 -1.18415 0.66133
H 1.42174 2.27418 1.26606
H 0.61251 0.99180 2.11358
H -0.25930 3.73124 1.69260
H -1.66575 3.19678 3.62902
H -1.44450 1.47976 3.29629
H -0.07284 2.43776 3.81634
H -2.50571 1.72465 1.24587
H -1.81901 2.67169 -0.11927
H -2.58936 3.44801 1.22690
C 3.18841 3.37432 -4.76602
C 3.47637 1.92122 -5.13313
C 3.85745 1.32920 -3.78528
O 3.10972 2.06130 -2.79843
C 2.52844 3.22851 -3.40446
H 2.55588 3.89107 -5.48464
H 4.12363 3.92937 -4.67348
H 2.57125 1.44370 -5.51491
H 4.26106 1.80511 -5.87735
H 4.92286 1.45960 -3.57790
H 3.61640 0.26793 -3.70327
H 1.44886 3.06816 -3.50126
H 2.69545 4.08855 -2.75605



Entry 3:
92
Properties=species:S:1:pos:R:3 method="wB97M-V/def2-TZVPD" spin_multiplicity=2 e_above_lowest_kcal_mol=17.2 total_charge=-1 homo_ev="-3.2 / -5.3" orbital_gap_ev="5.300 / 7.417" s2=0.765 total_energy_ev=-91238.9481
Hg -0.64058 -0.25300 -0.72242
N -1.39584 -0.16401 -3.66710
C -2.79107 0.18344 -3.43826
C -2.95962 1.26183 -2.37678
O -3.74161 2.18754 -2.64782
N -2.29716 1.13097 -1.23107
C -2.52754 2.22649 -0.30253
C -1.74122 2.14485 1.00468
O -2.03381 2.92837 1.90126
O -0.82683 1.24471 1.07428
H -0.86447 0.64870 -3.95569
H -1.32184 -0.83285 -4.42439
H -3.31970 -0.71818 -3.10488
H -3.30850 0.57595 -4.31874
H -3.58684 2.30401 -0.04096
H -2.27974 3.18792 -0.76760
C 1.11757 -2.18570 2.75880
N 0.42114 -0.88274 2.92745
P 1.45584 0.32343 2.11182
C 3.02812 0.05152 3.04904
C 3.10040 -0.15945 4.42619
C 4.32481 -0.25479 5.06214
C 5.50339 -0.12802 4.33206
C 5.44318 0.07674 2.96438
C 4.20909 0.15885 2.32681
C 1.16953 1.96572 2.86294
C 0.74307 2.24880 4.15114
C 0.62704 3.55892 4.58594
C 0.95093 4.60797 3.73877
C 1.38999 4.33432 2.45195
C 1.49269 3.02261 2.01661
P -1.16538 -1.08894 2.18138
C -1.67000 -2.71188 2.91776
C -2.19001 -3.67910 2.07079
C -2.67131 -4.88447 2.57566
C -2.63100 -5.13162 3.93596
C -2.11373 -4.16596 4.79629
C -1.64878 -2.96704 4.29064
C -2.33041 -0.09774 3.16068
C -2.07818 0.36167 4.44419
C -3.03936 1.08732 5.13126
C -4.26350 1.35545 4.53801
C -4.52583 0.88668 3.25808
C -3.56368 0.16445 2.57282
H 2.18874 -2.06732 2.90190
H 0.96210 -2.60997 1.75600
H 0.76069 -2.90529 3.49252
H 2.18370 -0.25610 4.99622
H 4.36729 -0.41962 6.13164
H 6.46184 -0.19582 4.83068
H 6.35442 0.16661 2.38633
H 4.16413 0.30392 1.25303
H 0.49591 1.44521 4.83098
H 0.27105 3.75941 5.58857
H 0.85025 5.63215 4.07437
H 1.63347 5.14404 1.77517
H 1.80087 2.81858 0.99672
H -2.22243 -3.49776 1.00344
H -3.07150 -5.62837 1.89823
H -3.00126 -6.06872 4.33246
H -2.08494 -4.35061 5.86302
H -1.25797 -2.21489 4.96608
H -1.12954 0.12534 4.91034
H -2.82662 1.45295 6.12825
H -5.00862 1.93645 5.06643
H -5.47422 1.10559 2.78416
H -3.76102 -0.16723 1.55845
N 4.90142 -1.16303 -5.66454
C 4.17697 -0.92520 -4.79058
C 3.29883 -0.65276 -3.72743
C 3.22906 -1.49286 -2.56841
C 2.30299 -1.23567 -1.59940
N 1.42909 -0.19094 -1.63472
C 1.58297 0.68577 -2.67936
C 2.45380 0.49996 -3.70667
H 3.91172 -2.32431 -2.44750
H 2.23615 -1.87462 -0.72779
H 0.94093 1.55872 -2.65431
H 2.50616 1.23442 -4.49980
C -3.11360 -3.68164 -3.22442
N -1.77718 -3.32814 -3.65788
C -1.36403 -3.22012 -4.97443
C -0.06053 -2.85928 -4.95334
N 0.29951 -2.76763 -3.63341
C -0.74670 -3.04104 -2.83004
S -0.73554 -3.03660 -1.13111
H -3.27406 -4.75602 -3.31726
H -3.84006 -3.14115 -3.82927
H -3.21284 -3.39082 -2.18048
H -2.03199 -3.39898 -5.79643
H 0.62618 -2.64341 -5.75156
H 1.19144 -2.43417 -3.25360



Entry 4:
21
Properties=species:S:1:pos:R:3 method="wB97M-V/def2-TZVPD" e_above_lowest_kcal_mol=116.6 homo_ev=-7.0 orbital_gap_ev=5.214 total_energy_ev=-8954.8751
C -0.05998 1.03539 2.34241
C 0.90689 0.63920 1.19134
N -0.70921 -1.68552 1.02668
C -0.50456 -1.05318 -0.25281
C 0.06185 0.31186 -0.00099
C 0.04336 1.18021 -1.09310
C -0.60302 1.14809 -2.29548
C 0.45387 -1.92767 -1.08865
H -0.95405 0.44103 2.23026
H 0.34683 0.93797 3.35286
H -0.31865 2.09494 2.22441
H 1.51302 -0.24261 1.42717
H 1.55665 1.46030 0.88606
H -1.39520 -0.82409 -0.86359
H -1.66331 -1.42408 1.29681
H 0.78382 1.97915 -1.00453
H -0.32397 1.86116 -3.05621
H -1.31047 0.35920 -2.51726
H 0.03006 -2.84115 -1.48497
H 1.29125 -2.13876 -0.41951
H 0.85483 -1.31144 -1.90090